*P*
Molecular formula: C4H13N3
Method: DFT, the ωB97M-V functional and the def2-TZVPD basis

Each line ends with the Mulliken charge.
CARTESIAN COORDINATES (ANGSTROEM)
N1 2.50 -2.05 -0.12  -0.566
C1 1.28 -1.37 -0.62  -0.239
C2 0.12 -1.55 0.36  -0.656
C3 -0.20 -0.21 0.90  -0.487
N2 -0.98 0.56 -0.19  -0.435
C4 -1.13 2.01 0.22  -0.283
N3 -2.04 2.57 -0.73  -0.479
H1 2.97 -1.62 0.67  0.171
H2 3.10 -2.34 -0.87  0.196
H3 1.61 -0.25 -0.94  0.197
H4 1.00 -1.99 -1.55  0.243
H5 -0.80 -1.93 -0.13  0.276
H6 0.44 -2.27 1.19  0.347
H7 0.70 0.43 1.40  0.222
H8 -1.07 -0.35 1.70  0.341
H9 -0.49 0.60 -1.07  0.286
H10 -1.69 2.02 1.30  0.211
H11 -0.22 2.61 0.38  0.247
H12 -2.81 3.12 -0.38  0.199
H13 -2.30 1.98 -1.51  0.211

## Properties
gap between HOMO and LUMO: 9.872 eV
2S+1: 1
SMILES: NCCCNCN
HOMO energy: -8.75 eV

---

*Q*
Molecular formula: C4H13N3
Method: DFT, the ωB97M-V functional and the def2-TZVPD basis

Each line ends with the Mulliken charge.
CARTESIAN COORDINATES (ANGSTROEM)
N1 1.07 0.67 -1.96  -0.443
C1 0.73 -0.73 -1.84  -0.692
C2 0.40 -1.20 -0.42  -0.460
N2 -0.97 -1.06 0.00  -0.321
C3 -1.19 -0.43 1.27  -0.790
C4 -0.82 1.10 1.21  -0.444
N3 0.45 1.45 1.79  -0.501
H1 1.28 1.02 -2.88  0.200
H2 1.75 0.96 -1.27  0.132
H3 -0.15 -0.92 -2.47  0.320
H4 1.44 -1.43 -2.34  0.330
H5 1.14 -0.70 0.22  0.305
H6 0.71 -2.25 -0.44  0.340
H7 -1.46 -1.93 -0.12  0.229
H8 -2.19 -0.47 1.67  0.411
H9 -0.48 -0.80 2.02  0.340
H10 -0.93 1.37 0.15  0.294
H11 -1.63 1.67 1.67  0.407
H12 0.45 2.07 2.58  0.178
H13 1.20 1.68 1.15  0.163

## Properties
gap between HOMO and LUMO: 9.497 eV
2S+1: 1
SMILES: NCCNCCN
HOMO energy: -8.29 eV

---

*Q* is the most stable structure; the next one sits 21.7 kcal/mol above it.

---

*P*
Molecular formula: C4H13N3
Method: DFT, the ωB97M-V functional and the def2-TZVPD basis

Each line ends with the Mulliken charge.
CARTESIAN COORDINATES (ANGSTROEM)
C1 1.54 1.21 -0.38  -1.110
C2 0.99 -0.19 -0.33  0.202
N1 0.72 -0.73 0.85  -0.417
C3 0.79 -2.16 0.99  -0.953
H1 1.66 1.53 -1.41  0.351
H2 0.85 1.90 0.11  0.175
H3 2.52 1.28 0.10  0.347
H4 1.57 -0.82 -1.02  0.394
H5 0.45 -2.42 2.00  0.273
H6 0.15 -2.69 0.28  0.344
H7 1.81 -2.54 0.85  0.317
C4 -1.47 0.82 1.00  -0.756
N2 -1.22 0.07 -0.54  -0.164
N3 -1.32 0.50 -1.89  -0.641
H8 -1.06 1.82 0.98  0.288
H9 -2.55 0.83 1.09  0.352
H10 -1.10 0.28 1.87  0.296
H11 -1.55 -0.89 -0.46  0.269
H12 -2.19 0.99 -2.10  0.227
H13 -0.57 1.19 -2.00  0.205

## Properties
gap between HOMO and LUMO: 8.495 eV
2S+1: 1
SMILES: C/C=N/C.CNN
HOMO energy: -7.44 eV

---

*Q*
Molecular formula: C4H13N3
Method: DFT, the ωB97M-V functional and the def2-TZVPD basis

Each line ends with the Mulliken charge.
CARTESIAN COORDINATES (ANGSTROEM)
C1 -0.38 0.29 1.00  -0.269
C2 2.36 0.03 0.51  -0.698
C3 -0.04 -0.94 0.51  -0.473
C4 -2.27 -1.03 -0.04  -0.869
N1 -0.35 1.42 0.27  -0.351
N2 2.17 0.71 -0.77  -0.522
N3 -2.41 -0.34 -1.25  -0.452
H1 -0.71 0.38 2.03  0.356
H2 -0.49 2.28 0.77  0.215
H3 0.44 1.42 -0.42  0.391
H4 2.12 0.04 -1.53  0.168
H5 2.90 1.37 -1.02  0.200
H6 -2.23 0.66 -1.17  0.269
H7 -1.84 -0.72 -2.00  0.231
H8 3.15 -0.73 0.52  0.287
H9 2.47 0.75 1.32  0.261
H10 0.24 -1.07 -0.52  0.209
H11 0.03 -1.78 1.18  0.287
H12 -2.27 -2.11 -0.13  0.377
H13 -2.89 -0.65 0.76  0.384

## Properties
gap between HOMO and LUMO (spin up / spin down): 7.394 / 5.936 eV
2S+1: 1
HOMO energy (spin up / spin down): -6.30 / -4.88 eV

---

*R*
Molecular formula: C4H13N3
Method: DFT, the ωB97M-V functional and the def2-TZVPD basis

Each line ends with the Mulliken charge.
CARTESIAN COORDINATES (ANGSTROEM)
N1 -2.37 -1.82 -0.06  -0.626
C1 -1.69 -0.81 -0.92  -0.516
C2 -1.04 0.25 -0.05  -0.870
C3 0.48 0.09 0.06  0.473
N2 1.11 0.16 -1.28  -0.750
C4 1.05 1.20 0.91  -1.034
N3 2.49 1.07 1.12  -0.559
H1 -3.04 -2.37 -0.57  0.213
H2 -1.67 -2.43 0.34  0.199
H3 -1.03 -1.31 -1.63  0.273
H4 -2.48 -0.37 -1.52  0.368
H5 -1.50 0.29 0.93  0.441
H6 -1.14 1.24 -0.51  0.333
H7 0.73 -0.88 0.50  0.204
H8 1.31 -0.76 -1.64  0.249
H9 2.04 0.56 -1.11  0.304
H10 0.41 1.37 1.79  0.395
H11 0.86 2.13 0.35  0.442
H12 2.66 0.43 1.88  0.221
H13 2.84 1.97 1.45  0.241

## Properties
gap between HOMO and LUMO: 10.151 eV
2S+1: 1
SMILES: NCC[C@@H](N)CN
HOMO energy: -9.09 eV

---

*S*
Molecular formula: C4H13N3
Method: DFT, the ωB97M-V functional and the def2-TZVPD basis

Each line ends with the Mulliken charge.
CARTESIAN COORDINATES (ANGSTROEM)
N1 2.06 -2.80 0.43  -0.638
C1 0.88 -1.93 0.31  -0.498
C2 1.25 -0.58 -0.34  -0.512
N2 -0.02 0.14 -0.46  -0.100
C3 -0.48 1.46 -0.93  -1.003
C4 -1.03 2.32 0.24  -0.216
N3 -2.44 1.96 0.48  -0.643
H1 1.95 -3.66 -0.11  0.241
H2 1.90 -3.24 1.35  0.257
H3 0.09 -2.38 -0.30  0.325
H4 0.50 -1.68 1.31  0.308
H5 1.78 -0.64 -1.29  0.279
H6 1.88 -0.03 0.36  0.243
H7 -0.81 -0.48 -0.51  0.178
H8 -1.12 1.24 -1.79  0.431
H9 0.39 2.01 -1.32  0.382
H10 -1.09 3.34 -0.14  0.283
H11 -0.38 2.10 1.09  0.229
H12 -2.59 1.83 1.47  0.243
H13 -2.71 1.03 0.16  0.210

## Properties
gap between HOMO and LUMO: 9.073 eV
2S+1: 1
SMILES: NCCNCCN
HOMO energy: -8.17 eV

---

*R* is the most stable structure; the next one sits 26.8 kcal/mol above it.